No. 1
227
Properties=species:S:1:pos:R:3 method="wB97M-V/def2-TZVPD" charge=0 e_lumo_ev=0.21 homo_lumo_gap_ev=8.74 homo_energy_ev=-8.53
O 27.551 -15.881 17.052
H 27.661 -16.837 17.116
H 26.579 -15.737 17.023
O 30.952 -14.809 14.750
H 31.016 -14.704 15.729
H 30.564 -15.681 14.627
C 22.724 -15.454 14.844
C 22.103 -14.530 13.783
C 22.003 -13.083 14.344
O 21.427 -12.199 13.425
C 20.107 -12.499 13.003
N 22.922 -14.559 12.583
H 23.654 -14.988 15.180
H 22.915 -16.427 14.401
H 22.093 -15.466 15.734
H 21.091 -14.889 13.571
H 23.049 -12.833 14.528
H 21.462 -13.083 15.299
H 20.112 -13.253 12.211
H 19.701 -11.566 12.620
H 19.534 -12.863 13.860
H 23.923 -14.654 12.739
H 22.785 -13.723 12.024
C 35.341 -15.262 8.533
C 34.390 -16.061 7.620
C 32.927 -15.794 8.089
O 32.023 -16.573 7.313
C 31.556 -17.781 7.867
N 34.609 -15.547 6.275
H 36.359 -15.636 8.400
H 35.189 -15.432 9.604
H 35.323 -14.193 8.327
H 34.583 -17.125 7.745
H 32.793 -14.713 7.994
H 32.782 -15.997 9.155
H 32.241 -18.602 7.658
H 30.505 -17.857 7.573
H 31.396 -17.681 8.951
H 33.918 -15.985 5.664
H 34.408 -14.561 6.139
C 28.043 -10.955 10.889
C 29.237 -10.237 11.487
C 30.328 -11.304 11.752
O 31.376 -10.740 12.512
C 32.301 -11.703 12.948
N 29.791 -9.249 10.569
H 28.268 -11.506 9.978
H 27.275 -10.212 10.649
H 27.586 -11.509 11.708
H 28.938 -9.773 12.428
H 30.676 -11.752 10.810
H 29.943 -12.122 12.386
H 33.167 -11.179 13.365
H 32.745 -12.329 12.168
H 31.886 -12.287 13.775
H 30.634 -8.801 10.905
H 30.058 -9.807 9.759
C 28.761 -12.365 17.182
C 29.773 -13.066 18.087
C 29.249 -13.278 19.499
O 30.176 -14.095 20.188
C 29.900 -14.337 21.549
N 30.031 -14.383 17.462
H 27.888 -13.012 17.070
H 29.141 -12.399 16.156
H 28.594 -11.330 17.470
H 30.704 -12.499 18.094
H 28.201 -13.588 19.584
H 29.200 -12.291 19.990
H 29.209 -13.662 22.060
H 30.834 -14.264 22.110
H 29.523 -15.360 21.629
H 29.169 -14.874 17.218
H 30.505 -14.944 18.164
C 26.136 -14.385 3.868
C 25.412 -14.906 5.131
C 25.343 -13.834 6.218
O 26.581 -13.704 6.866
C 26.601 -12.673 7.838
N 24.042 -15.259 4.735
H 27.162 -14.068 4.056
H 25.587 -13.501 3.529
H 26.055 -15.083 3.034
H 25.849 -15.749 5.672
H 24.482 -14.128 6.838
H 25.018 -12.841 5.871
H 25.665 -12.598 8.395
H 26.844 -11.724 7.349
H 27.428 -12.874 8.516
H 23.409 -14.469 4.802
H 24.023 -15.516 3.757
C 24.262 -9.047 18.365
C 25.780 -9.226 18.337
C 26.304 -9.271 16.922
O 25.850 -10.525 16.396
C 25.983 -10.634 14.997
N 26.339 -8.084 19.112
H 23.822 -9.073 19.356
H 23.815 -9.812 17.718
H 24.017 -8.132 17.818
H 25.967 -10.176 18.854
H 27.391 -9.318 16.789
H 25.875 -8.453 16.334
H 25.513 -11.560 14.664
H 27.035 -10.594 14.708
H 25.418 -9.881 14.435
H 26.385 -8.405 20.078
H 27.338 -8.067 18.886
C 23.834 -15.059 21.113
C 23.708 -14.975 19.588
C 25.004 -15.251 18.817
O 25.016 -14.854 17.453
C 24.745 -13.481 17.197
N 22.671 -15.856 19.067
H 23.007 -14.592 21.643
H 24.795 -14.618 21.378
H 23.855 -16.107 21.424
H 23.482 -13.907 19.448
H 25.256 -16.311 18.824
H 25.827 -14.686 19.280
H 23.733 -13.150 17.443
H 24.787 -13.383 16.113
H 25.514 -12.907 17.718
H 22.552 -15.748 18.063
H 21.767 -15.556 19.428
C 27.243 -14.330 13.996
C 27.097 -14.307 12.466
C 28.279 -14.840 11.710
O 27.908 -14.819 10.344
C 28.957 -15.151 9.464
N 25.833 -15.108 12.291
H 26.312 -14.224 14.549
H 27.896 -13.556 14.410
H 27.699 -15.300 14.213
H 26.826 -13.303 12.142
H 28.576 -15.858 11.996
H 29.135 -14.194 11.942
H 29.674 -14.326 9.425
H 28.541 -15.332 8.472
H 29.448 -16.090 9.749
H 26.051 -16.053 12.624
H 25.905 -15.286 11.280
C 30.465 -12.513 7.001
C 30.929 -11.482 5.981
C 29.908 -10.354 5.888
O 29.718 -9.789 7.156
C 28.558 -9.052 7.340
N 32.294 -11.079 6.420
H 30.230 -12.122 7.993
H 31.188 -13.319 7.110
H 29.499 -12.930 6.692
H 31.063 -11.910 4.986
H 28.994 -10.800 5.479
H 30.341 -9.604 5.213
H 27.649 -9.667 7.239
H 28.420 -8.235 6.619
H 28.452 -8.634 8.341
H 32.645 -10.394 5.742
H 32.173 -10.425 7.199
C 27.771 -19.324 8.325
C 27.175 -19.822 9.648
C 27.831 -19.097 10.830
O 27.361 -19.762 12.006
C 27.595 -19.106 13.214
N 25.745 -19.528 9.600
H 27.473 -18.290 8.143
H 27.450 -19.960 7.503
H 28.864 -19.331 8.350
H 27.321 -20.890 9.800
H 27.509 -18.054 10.950
H 28.929 -19.063 10.804
H 26.696 -18.918 13.819
H 27.966 -18.085 13.045
H 28.245 -19.701 13.862
H 25.291 -19.715 10.493
H 25.587 -18.526 9.538
C 20.630 -17.513 10.433
C 22.137 -17.735 10.483
C 22.890 -16.685 9.614
O 24.280 -16.897 9.736
C 25.080 -16.036 8.966
N 22.556 -17.660 11.873
H 20.092 -18.266 11.005
H 20.248 -17.492 9.410
H 20.402 -16.550 10.900
H 22.412 -18.679 10.004
H 22.661 -15.731 10.105
H 22.530 -16.734 8.583
H 26.143 -16.102 9.187
H 24.777 -15.004 9.205
H 24.882 -16.134 7.893
H 23.558 -17.856 11.860
H 22.550 -16.707 12.233
C 32.584 -19.205 11.753
C 33.179 -17.876 12.119
C 34.571 -17.683 11.542
O 35.455 -18.629 12.116
C 36.696 -18.663 11.465
N 32.296 -16.861 11.522
H 32.454 -19.295 10.672
H 31.562 -19.344 12.123
H 33.137 -20.056 12.157
H 33.232 -17.687 13.200
H 35.006 -16.721 11.850
H 34.483 -17.729 10.450
H 36.606 -18.798 10.383
H 37.265 -19.558 11.740
H 37.319 -17.827 11.797
H 31.347 -16.982 11.857
H 32.642 -15.992 11.932
C 29.814 -15.194 4.959
C 30.798 -16.002 4.126
C 30.601 -15.692 2.656
O 29.290 -15.971 2.222
C 28.951 -15.515 0.943
N 32.164 -15.681 4.509
H 29.945 -14.115 4.957
H 29.956 -15.541 5.989
H 28.775 -15.443 4.730
H 30.655 -17.085 4.163
H 31.303 -16.318 2.088
H 30.865 -14.644 2.447
H 28.708 -14.445 0.902
H 27.991 -15.961 0.676
H 29.743 -15.783 0.239
H 32.361 -14.685 4.458
H 32.156 -15.871 5.516

***

No. 2
248
Properties=species:S:1:pos:R:3 method="wB97M-V/def2-TZVPD" charge=0 e_lumo_ev=-0.14 homo_lumo_gap_ev=9.14 homo_energy_ev=-9.27
C 6.633 2.960 -0.473
C 5.703 4.093 -0.007
C 5.300 5.058 -1.122
O 6.389 5.736 -1.770
C 5.945 6.549 -2.871
N 4.538 3.474 0.549
H 7.594 3.421 -0.700
H 6.160 2.508 -1.345
H 6.780 2.173 0.267
H 6.242 4.687 0.731
H 4.660 5.791 -0.631
H 4.678 4.523 -1.840
H 6.699 6.873 -3.589
H 5.508 7.504 -2.578
H 5.231 6.027 -3.508
H 3.746 4.039 0.279
H 4.455 2.700 -0.095
C 3.859 -4.607 -6.025
C 4.715 -3.991 -4.963
C 3.971 -3.568 -3.703
O 4.794 -2.888 -2.730
C 4.065 -2.366 -1.668
N 5.660 -5.041 -4.632
H 3.046 -4.045 -6.486
H 3.457 -5.517 -5.580
H 4.518 -4.994 -6.802
H 5.238 -3.125 -5.368
H 3.445 -4.394 -3.224
H 3.137 -2.929 -3.994
H 4.747 -1.962 -0.920
H 3.335 -3.049 -1.232
H 3.621 -1.464 -2.088
H 6.215 -5.135 -5.470
H 6.298 -4.732 -3.913
C -3.684 -4.763 7.073
C -2.149 -4.449 7.093
C -1.763 -3.563 5.910
O -0.427 -3.149 6.053
C -0.084 -2.033 5.331
N -1.858 -3.863 8.406
H -3.783 -5.679 7.656
H -4.082 -4.841 6.062
H -4.294 -4.007 7.566
H -1.631 -5.400 6.972
H -2.312 -2.622 5.873
H -1.904 -4.042 4.941
H -0.760 -1.241 5.654
H -0.239 -2.145 4.258
H 0.935 -1.690 5.513
H -2.042 -4.614 9.055
H -0.889 -3.615 8.547
C -3.153 0.097 3.949
C -3.760 -0.278 2.621
C -5.181 -0.802 2.779
O -6.003 0.305 3.224
C -7.386 0.032 3.396
N -3.534 0.862 1.686
H -3.328 -0.766 4.591
H -3.639 0.955 4.412
H -2.103 0.388 3.918
H -3.160 -1.075 2.181
H -5.181 -1.523 3.596
H -5.669 -1.214 1.897
H -7.569 -0.456 4.354
H -7.829 -0.578 2.609
H -7.937 0.968 3.490
H -3.813 1.652 2.251
H -2.535 0.970 1.581
C 0.837 3.575 -4.680
C 1.939 4.079 -5.719
O 3.149 4.550 -5.108
O 1.165 2.313 -4.108
H -0.094 3.469 -5.237
H 0.569 4.307 -3.919
H 1.596 4.928 -6.310
H 2.228 3.226 -6.333
H 2.802 5.122 -4.420
H 0.471 2.081 -3.486
C 2.988 0.866 4.469
C 2.491 0.846 3.009
O 1.737 2.011 2.677
O 2.029 1.097 5.502
H 3.891 1.452 4.638
H 3.458 -0.096 4.672
H 1.952 -0.083 2.822
H 3.339 0.703 2.339
H 1.545 1.915 1.742
H 1.557 1.930 5.427
C -0.099 -1.289 -4.817
C 0.176 -2.481 -5.689
O 0.626 -3.606 -4.874
O -0.635 -0.228 -5.500
H 0.849 -0.838 -4.522
H -0.625 -1.539 -3.896
H 1.048 -2.349 -6.329
H -0.685 -2.715 -6.315
H 0.614 -4.403 -5.409
H -0.722 0.523 -4.908
C -0.174 5.677 -0.237
C 1.162 4.862 -0.055
O 2.353 5.624 -0.283
O -0.466 6.776 0.562
H -1.051 5.036 -0.143
H -0.237 6.067 -1.253
H 1.289 4.108 -0.832
H 1.190 4.205 0.814
H 2.118 6.526 -0.053
H -1.420 6.884 0.579
C -6.578 -2.779 -2.928
C -7.187 -3.029 -1.483
O -8.590 -3.356 -1.549
O -5.312 -2.099 -2.911
H -7.273 -2.292 -3.612
H -6.531 -3.764 -3.392
H -7.179 -2.192 -0.785
H -6.580 -3.769 -0.961
H -8.692 -4.274 -1.807
H -5.393 -1.428 -3.592
C 1.164 -0.367 -0.268
C -0.118 -1.323 -0.187
O -1.081 -0.759 -1.028
O 0.809 0.927 0.242
H 1.495 -0.274 -1.302
H 2.072 -0.845 0.100
H -0.466 -1.246 0.843
H -0.018 -2.355 -0.525
H -1.845 -1.290 -0.790
H 0.320 1.448 -0.399
C -0.635 -7.981 -0.554
C 0.253 -7.862 0.652
O -0.560 -7.497 1.727
O -0.065 -8.512 -1.752
H -0.922 -6.988 -0.898
H -1.573 -8.495 -0.345
H 1.056 -7.164 0.412
H 0.851 -8.736 0.912
H 0.029 -7.295 2.458
H -0.676 -8.390 -2.482
C -5.751 0.629 -5.398
C -6.219 1.988 -4.820
O -5.127 2.969 -4.725
O -4.870 -0.051 -4.560
H -5.182 0.754 -6.320
H -6.612 -0.001 -5.623
H -6.806 1.827 -3.915
H -6.929 2.442 -5.511
H -5.496 3.855 -4.715
H -4.122 0.545 -4.476
C -3.080 -4.867 -3.406
C -2.245 -3.867 -2.524
O -3.126 -3.190 -1.652
O -3.299 -6.042 -2.688
H -2.378 -5.104 -4.205
H -4.004 -4.503 -3.854
H -1.712 -3.089 -3.070
H -1.556 -4.492 -1.956
H -3.869 -2.926 -2.200
H -3.568 -5.813 -1.796
C 6.061 3.824 3.985
C 4.867 4.831 3.637
O 3.691 4.159 3.537
O 6.231 2.799 2.978
H 5.893 3.329 4.941
H 7.026 4.326 4.048
H 5.074 5.308 2.678
H 4.681 5.624 4.361
H 3.815 3.589 2.774
H 5.752 3.070 2.191
C -3.980 4.051 3.895
C -4.253 5.504 4.036
O -2.961 6.185 3.956
O -3.362 3.797 2.629
H -4.902 3.511 4.109
H -3.215 3.695 4.585
H -4.828 5.786 4.918
H -4.997 5.856 3.322
H -3.138 7.128 3.973
H -2.410 3.863 2.735
C 5.829 1.904 -4.473
C 4.781 1.129 -3.604
O 3.815 2.007 -2.945
O 5.047 2.439 -5.544
H 6.648 1.255 -4.783
H 6.243 2.718 -3.877
H 5.394 0.548 -2.915
H 4.248 0.366 -4.172
H 3.130 2.176 -3.595
H 4.434 3.084 -5.184
C -1.753 2.407 -1.874
C -3.074 1.986 -2.592
O -2.925 1.882 -4.041
O -0.620 1.528 -2.157
H -1.936 2.466 -0.801
H -1.286 3.346 -2.171
H -3.928 2.661 -2.545
H -3.329 0.963 -2.316
H -3.548 2.508 -4.418
H -0.905 0.642 -1.924
C -3.469 -5.729 1.171
C -3.193 -4.314 1.737
O -2.316 -3.520 0.894
O -4.300 -5.757 0.015
H -3.886 -6.306 1.997
H -2.533 -6.193 0.860
H -2.778 -4.251 2.743
H -4.128 -3.754 1.739
H -2.781 -3.355 0.070
H -5.213 -5.608 0.272
C 2.159 -3.992 1.592
C 2.477 -2.853 2.564
O 3.622 -2.122 2.245
O 3.241 -4.962 1.698
H 2.052 -3.757 0.533
H 1.186 -4.451 1.763
H 2.670 -3.251 3.559
H 1.567 -2.253 2.596
H 4.439 -2.594 2.418
H 3.322 -5.389 0.842
C 7.595 -0.991 -0.257
C 7.569 -0.933 1.250
O 8.053 -2.129 1.822
O 8.950 -0.809 -0.724
H 6.832 -0.288 -0.589
H 7.392 -1.995 -0.630
H 6.536 -0.979 1.595
H 8.015 -0.001 1.595
H 8.958 -2.264 1.531
H 8.989 -0.315 -1.546
C -0.203 4.870 3.234
C 0.183 4.800 4.690
O 1.058 3.714 5.006
O -0.680 3.593 2.815
H 0.789 5.008 2.803
H -0.876 5.670 2.926
H -0.655 4.639 5.368
H 0.643 5.740 4.995
H 1.971 3.816 4.728
H -0.042 2.991 3.205
C -6.389 3.282 1.611
C -5.744 2.916 0.299
O -5.844 1.583 -0.019
O -7.768 3.085 1.652
H -6.188 4.318 1.886
H -6.052 2.585 2.378
H -4.682 3.140 0.199
H -6.200 3.528 -0.479
H -5.125 1.076 0.366
H -7.956 2.172 1.424